(1)
{
  "formula": "C31H52AlGeN2O5",
  "method": "wB97M-V/def2-TZVPD",
  "charge": 2,
  "e_homo_ev": [-14.802, -14.801],
  "gap_ev": [9.07, 6.69],
  "multiplicity": 2,
  "e_tot_ha": -4017.2142,
  "elements": ["Al", "C", "C", "C", "C", "O", "Ge", "O", "C", "C", "C", "C", "O", "C", "C", "C", "C", "H", "H", "H", "H", "H", "H", "H", "H", "H", "H", "H", "H", "H", "H", "H", "H", "H", "H", "H", "H", "H", "H", "H", "H", "H", "H", "H", "C", "C", "C", "C", "C", "C", "C", "N", "C", "C", "C", "C", "C", "C", "C", "N", "C", "C", "C", "C", "H", "H", "H", "H", "H", "H", "H", "H", "H", "H", "H", "H", "H", "H", "H", "H", "H", "H", "H", "H", "H", "H", "H", "H", "O", "C", "O", "H"],
  "coordinates": [[11.447, 11.651, 10.208], [7.564, 8.739, 13.701], [7.204, 9.194, 12.279], [6.672, 7.973, 11.505], [6.203, 10.305, 12.329], [8.392, 9.738, 11.653], [9.346, 9.637, 10.195], [11.130, 9.751, 10.541], [11.927, 8.462, 10.865], [12.862, 8.795, 12.012], [12.676, 8.130, 9.545], [10.966, 7.390, 11.382], [9.677, 11.429, 9.713], [8.632, 12.166, 8.839], [9.206, 12.205, 7.406], [7.346, 11.374, 8.960], [8.524, 13.580, 9.417], [6.628, 8.716, 14.272], [8.155, 9.497, 14.176], [8.066, 7.783, 13.787], [5.679, 7.768, 11.863], [7.315, 7.103, 11.546], [6.428, 8.201, 10.454], [5.368, 10.141, 13.056], [5.689, 10.447, 11.344], [6.534, 11.317, 12.618], [13.613, 9.542, 11.895], [13.397, 7.882, 12.284], [12.263, 9.091, 12.864], [13.261, 8.969, 9.211], [11.974, 7.897, 8.723], [13.265, 7.261, 9.735], [10.430, 7.628, 12.344], [11.532, 6.428, 11.451], [10.201, 7.166, 10.626], [9.358, 11.210, 6.925], [10.072, 12.826, 7.279], [8.389, 12.700, 6.823], [7.343, 10.354, 8.545], [6.635, 11.860, 8.299], [6.902, 11.390, 9.931], [9.321, 14.196, 9.046], [8.452, 13.569, 10.528], [7.533, 13.966, 9.142], [10.511, 15.285, 16.082], [11.281, 13.962, 15.997], [12.815, 14.250, 16.059], [10.718, 13.058, 17.093], [11.094, 13.375, 14.615], [10.615, 12.139, 14.364], [10.779, 11.598, 13.092], [11.240, 12.285, 12.044], [11.569, 13.576, 12.291], [11.504, 14.123, 13.540], [11.894, 14.378, 11.102], [12.396, 15.677, 11.101], [12.741, 16.276, 9.909], [12.458, 15.544, 8.752], [11.931, 14.288, 8.846], [11.758, 13.658, 10.033], [13.586, 17.522, 9.982], [13.883, 18.033, 8.507], [12.778, 18.608, 10.727], [14.881, 17.218, 10.669], [10.718, 15.830, 17.041], [9.379, 15.068, 16.080], [10.849, 16.053, 15.311], [13.057, 14.835, 16.941], [13.065, 14.856, 15.175], [13.440, 13.345, 16.044], [10.922, 13.549, 18.014], [11.171, 12.093, 17.075], [9.596, 12.945, 17.065], [10.241, 11.521, 15.176], [10.274, 10.660, 12.816], [11.730, 15.152, 13.546], [12.608, 16.164, 12.034], [12.511, 15.979, 7.739], [11.848, 13.646, 7.930], [12.915, 18.444, 8.069], [14.268, 17.277, 7.847], [14.674, 18.743, 8.653], [11.851, 18.746, 10.247], [13.276, 19.557, 10.777], [12.533, 18.289, 11.773], [15.219, 16.200, 10.319], [14.619, 17.202, 11.725], [15.719, 17.842, 10.483], [13.530, 11.602, 10.350], [13.498, 11.497, 9.100], [12.329, 11.430, 8.525], [14.388, 11.601, 8.463]],
  "forces_ev_per_a": [[1.0, 0.3, -0.3], [-0.6, 0.5, -0.1], [0.1, -1.3, 0.2], [-0.4, 1.1, -0.8], [-2.4, 1.3, -0.3], [0.9, 0.2, 0.1], [-0.4, 0.5, -0.3], [0.3, -0.8, 0.8], [0.6, 0.9, -0.3], [-0.3, -0.6, 0.4], [-1.9, 0.0, 0.5], [-0.2, -0.5, -0.4], [-1.0, -0.2, -0.3], [1.6, -0.4, 0.2], [-2.1, -0.5, -0.4], [-0.2, 0.3, -1.3], [-1.4, -0.9, 0.8], [0.2, -0.3, -0.1], [0.5, 0.5, 0.3], [0.1, -0.2, -0.2], [-0.3, -0.5, 0.7], [0.1, -0.1, 0.2], [0.6, 0.2, 0.1], [0.7, -0.4, -0.6], [0.4, -0.2, 0.7], [0.7, -0.6, -0.1], [0.4, 0.7, -0.8], [-0.1, 0.0, 0.0], [-0.1, 0.0, 0.3], [0.4, 0.1, 0.1], [0.2, 0.0, 0.4], [0.7, -0.5, -0.1], [0.9, -0.1, -0.9], [-0.4, 0.8, 0.3], [-0.1, 0.0, 0.0], [0.0, 0.6, 0.6], [0.5, 0.1, 0.2], [0.6, -0.3, 0.2], [0.5, 0.0, 0.2], [-0.3, 0.2, -0.1], [0.0, 0.0, 0.7], [0.2, 0.5, 0.0], [0.5, -0.1, -0.6], [0.4, 0.2, -0.4], [-0.8, 1.4, 0.2], [-0.3, 0.3, -0.3], [-0.4, -0.1, 0.0], [-0.9, 0.5, -0.6], [0.4, 1.3, 1.4], [0.2, -2.1, -0.4], [-1.7, -0.4, -0.4], [0.0, 0.1, 1.0], [-0.2, 0.1, 0.2], [0.0, -0.3, -1.7], [0.6, 0.3, 1.7], [-0.4, -0.8, 0.2], [0.7, -0.4, 0.5], [-0.8, 0.9, -1.1], [0.8, -1.5, -0.9], [-0.8, -0.2, -3.1], [-0.8, 1.5, -2.6], [-1.8, 0.1, 1.2], [0.5, -1.1, 1.2], [-0.2, -2.6, 0.3], [-0.1, -0.8, -0.6], [1.7, 0.6, -0.4], [-0.8, -1.1, 0.6], [0.0, 0.0, 0.2], [0.2, -0.2, 0.5], [-0.3, 0.2, 0.0], [0.3, 0.1, 1.0], [0.4, -0.8, 0.2], [1.1, 0.1, -0.3], [-0.1, 0.0, -0.3], [0.7, 0.1, 0.5], [0.3, 0.9, 0.7], [0.0, 0.1, 0.2], [0.4, -0.3, 0.8], [-0.2, 0.8, 1.1], [1.5, -0.2, 0.4], [0.2, -0.5, -0.2], [0.0, 0.9, -0.4], [-1.2, 0.3, -0.7], [0.5, 0.4, 0.0], [0.4, 0.3, -0.7], [-0.2, 0.8, 0.7], [0.7, -0.3, 0.3], [0.3, 1.1, -0.2], [-0.5, -0.5, -0.5], [-1.1, 0.8, -0.5], [1.1, -0.3, 0.9], [-0.1, -0.4, 0.2]]
}


(2)
{
  "formula": "C31H52AsBrNOPRuSeSi4",
  "method": "wB97M-V/def2-TZVPD",
  "charge": -1,
  "de_lowest_kcal_mol": 7.5,
  "e_homo_ev": [-3.563, -3.718],
  "gap_ev": [6.14, 6.30],
  "multiplicity": 2,
  "e_tot_ha": -10148.1474,
  "elements": ["Ru", "O", "N", "C", "C", "C", "C", "C", "C", "C", "P", "C", "C", "C", "C", "C", "C", "C", "C", "C", "C", "C", "C", "H", "H", "H", "H", "H", "H", "H", "H", "H", "H", "H", "H", "H", "H", "H", "H", "C", "Si", "C", "C", "As", "Si", "C", "C", "C", "H", "H", "H", "H", "H", "H", "H", "H", "H", "H", "H", "H", "H", "H", "H", "H", "H", "H", "Br", "C", "Si", "C", "C", "H", "H", "H", "H", "H", "H", "H", "H", "H", "C", "Si", "C", "C", "Se", "H", "H", "H", "H", "H", "H", "H", "H", "H"],
  "coordinates": [[-0.722, -0.162, -0.480], [-3.573, 0.233, -0.384], [-2.545, 0.037, -1.327], [-3.069, -0.087, -2.489], [-2.382, -0.376, -3.730], [-3.180, -0.316, -4.886], [-2.673, -0.612, -6.131], [-1.339, -0.990, -6.254], [-0.547, -1.056, -5.124], [-1.037, -0.759, -3.850], [0.078, -0.863, -2.385], [1.548, -0.054, -3.147], [2.510, -0.724, -3.894], [3.535, -0.024, -4.520], [3.609, 1.354, -4.400], [2.659, 2.032, -3.644], [1.640, 1.331, -3.020], [0.578, -2.629, -2.390], [-0.038, -3.625, -3.137], [0.356, -4.951, -3.003], [1.368, -5.295, -2.122], [1.976, -4.307, -1.355], [1.574, -2.990, -1.483], [-3.328, -0.453, 0.276], [-4.148, 0.012, -2.539], [-4.220, -0.031, -4.784], [-3.309, -0.555, -7.006], [-0.921, -1.231, -7.223], [0.489, -1.349, -5.234], [2.470, -1.804, -3.981], [4.282, -0.561, -5.092], [4.411, 1.900, -4.882], [2.720, 3.108, -3.530], [0.911, 1.851, -2.411], [-0.843, -3.379, -3.818], [-0.142, -5.718, -3.585], [1.670, -6.330, -2.016], [2.751, -4.567, -0.644], [2.009, -2.222, -0.854], [-4.885, 1.494, 2.196], [-3.445, 0.725, 3.131], [-3.470, 1.591, 4.811], [-3.818, -1.098, 3.350], [-1.370, 0.878, 1.975], [-1.054, 3.213, 1.729], [-0.733, 3.527, -0.088], [-2.614, 4.170, 2.163], [0.362, 3.925, 2.730], [-5.799, 1.045, 2.599], [-4.867, 1.330, 1.122], [-4.940, 2.567, 2.384], [-4.496, 1.909, 5.018], [-2.834, 2.477, 4.833], [-3.152, 0.933, 5.618], [-4.703, -1.223, 3.983], [-2.989, -1.646, 3.799], [-4.003, -1.570, 2.383], [-1.518, 3.074, -0.698], [0.218, 3.082, -0.383], [-0.701, 4.603, -0.293], [-3.431, 3.887, 1.498], [-2.415, 5.236, 2.012], [-2.944, 4.031, 3.193], [1.309, 3.533, 2.357], [0.285, 3.695, 3.794], [0.371, 5.013, 2.613], [-1.966, -2.544, 0.331], [1.698, 0.846, 3.963], [0.095, -0.075, 3.608], [0.391, -1.830, 3.049], [-0.715, -0.192, 5.311], [1.781, 1.040, 5.036], [1.790, 1.781, 3.423], [2.538, 0.220, 3.656], [1.078, -2.326, 3.742], [0.811, -1.855, 2.043], [-0.544, -2.392, 3.011], [-0.007, -0.734, 5.948], [-1.657, -0.740, 5.326], [-0.873, 0.791, 5.757], [3.702, -1.882, 1.538], [3.632, -0.285, 0.541], [4.735, 0.973, 1.408], [4.457, -0.636, -1.113], [1.596, 0.646, 0.441], [4.720, -2.284, 1.520], [3.026, -2.643, 1.143], [3.420, -1.711, 2.579], [5.748, 0.577, 1.532], [4.342, 1.237, 2.391], [4.794, 1.890, 0.816], [5.520, -0.841, -0.947], [4.370, 0.225, -1.776], [4.024, -1.496, -1.627]],
  "forces_ev_per_a": [[0.0, 0.3, 0.0], [0.0, 0.0, 0.0], [0.2, -0.2, 0.4], [-0.2, 0.1, 0.1], [0.2, -0.1, -0.2], [0.0, 0.0, 0.1], [0.0, 0.0, 0.0], [0.0, 0.0, 0.0], [0.0, 0.0, 0.0], [0.0, 0.0, 0.0], [0.0, -0.1, -0.2], [0.0, 0.0, 0.0], [0.0, 0.0, 0.0], [0.0, 0.0, 0.0], [0.0, 0.0, 0.0], [0.0, 0.0, 0.0], [0.0, 0.0, 0.0], [0.0, 0.0, 0.0], [0.0, 0.0, 0.0], [0.0, 0.0, 0.0], [0.0, 0.0, 0.0], [0.0, 0.0, 0.0], [0.0, 0.0, 0.0], [0.0, 0.0, -0.1], [0.0, 0.0, 0.0], [0.0, 0.0, 0.0], [0.0, 0.0, 0.0], [0.0, 0.0, 0.0], [0.0, 0.0, 0.0], [0.0, 0.0, 0.0], [0.0, 0.0, 0.0], [0.0, 0.0, 0.0], [0.0, 0.0, 0.0], [0.0, 0.0, 0.0], [0.0, 0.0, 0.0], [0.0, 0.0, 0.0], [0.0, 0.0, 0.0], [0.0, 0.0, 0.0], [0.0, 0.0, 0.0], [-0.1, 0.0, 0.1], [0.0, 0.0, -0.1], [0.0, 0.0, 0.0], [0.0, 0.0, 0.0], [-0.1, 0.0, 0.0], [0.0, 0.0, 0.0], [0.0, 0.0, 0.0], [0.0, 0.0, 0.0], [0.0, 0.0, 0.0], [0.0, 0.0, 0.0], [0.0, 0.0, 0.0], [0.0, 0.0, 0.0], [0.0, 0.0, 0.0], [0.0, 0.0, 0.0], [0.0, 0.0, 0.0], [0.0, 0.0, 0.0], [0.0, 0.0, 0.0], [0.0, 0.0, 0.0], [0.0, 0.0, 0.0], [0.0, 0.0, 0.0], [0.0, 0.0, 0.0], [0.0, 0.0, 0.0], [0.0, 0.0, 0.0], [0.0, 0.0, 0.0], [0.0, 0.0, 0.0], [0.0, 0.0, 0.0], [0.0, 0.0, 0.0], [0.0, 0.0, 0.0], [0.0, 0.0, 0.0], [0.0, 0.0, 0.0], [0.0, 0.0, 0.0], [0.0, 0.0, 0.0], [0.0, 0.0, 0.0], [0.0, 0.0, 0.0], [0.0, 0.0, 0.0], [0.0, 0.0, 0.0], [0.0, 0.0, 0.0], [0.0, 0.0, 0.0], [0.0, 0.0, 0.0], [0.0, 0.0, 0.0], [0.0, 0.0, 0.0], [0.0, 0.0, 0.0], [0.0, 0.0, 0.0], [0.0, 0.0, 0.0], [0.0, 0.0, 0.0], [-0.1, -0.1, 0.0], [0.0, 0.0, 0.0], [0.0, 0.0, 0.0], [0.0, 0.0, 0.0], [0.0, 0.0, 0.0], [0.0, 0.0, 0.0], [0.0, 0.0, 0.0], [0.0, 0.0, 0.0], [0.0, 0.0, 0.0], [0.0, 0.0, 0.0]]
}